(1)
{
  "formula": "C20H13F6FeN3O3Se3Te",
  "method": "ωB97M-V/def2-TZVPD",
  "total_charge": -2,
  "spin_multiplicity": 5,
  "de_lowest_ev": 3.054,
  "orbital_gap_ev": [4.18, 5.03],
  "e_tot_ev": -285591.291,
  "elements": ["Fe", "O", "C", "O", "C", "C", "C", "N", "C", "C", "C", "C", "C", "C", "C", "N", "C", "C", "C", "C", "C", "N", "H", "H", "H", "H", "H", "H", "H", "H", "H", "H", "Se", "Se", "Te", "Se", "C", "C", "O", "C", "F", "F", "F", "C", "F", "F", "F", "H", "H", "H"],
  "coordinates": [[-0.338, -0.426, 0.630], [0.699, 6.267, 0.366], [1.613, 5.420, 0.423], [2.852, 5.565, 0.427], [1.126, 3.940, 0.498], [2.048, 2.900, 0.574], [1.596, 1.586, 0.604], [0.263, 1.344, 0.541], [-0.659, 2.335, 0.446], [-0.240, 3.654, 0.444], [-1.999, 1.800, 0.319], [-3.151, 2.563, 0.120], [-4.364, 1.939, -0.054], [-4.415, 0.539, -0.024], [-3.250, -0.161, 0.190], [-2.062, 0.427, 0.365], [2.350, 0.362, 0.713], [3.744, 0.265, 0.763], [4.343, -0.961, 0.911], [3.533, -2.102, 1.027], [2.169, -1.949, 0.958], [1.563, -0.770, 0.785], [3.101, 3.147, 0.606], [-0.936, 4.482, 0.399], [-3.067, 3.641, 0.094], [-5.261, 2.521, -0.221], [-5.342, 0.002, -0.165], [-3.240, -1.243, 0.235], [4.332, 1.169, 0.672], [5.422, -1.042, 0.939], [3.952, -3.088, 1.173], [1.505, -2.800, 1.050], [-0.458, 0.085, 3.010], [-0.431, -0.018, 5.270], [-1.627, -3.444, 4.123], [-1.075, -1.940, 2.202], [0.433, -3.818, -1.834], [-0.368, -2.514, -1.715], [-0.686, -2.190, -0.443], [0.433, -1.341, -2.368], [1.765, -1.477, -2.205], [0.087, -0.185, -1.766], [0.238, -1.156, -3.693], [-1.685, -2.687, -2.524], [-2.485, -3.593, -1.933], [-1.501, -3.128, -3.802], [-2.384, -1.537, -2.610], [1.364, -3.707, -1.284], [0.647, -4.070, -2.874], [-0.153, -4.607, -1.365]]
}



(2)
{
  "formula": "C40H83B4F16N12O2",
  "method": "ωB97M-V/def2-TZVPD",
  "total_charge": 2,
  "spin_multiplicity": 2,
  "orbital_gap_ev": [2.32, 6.78],
  "e_tot_ev": -110994.105,
  "elements": ["C", "C", "N", "C", "C", "N", "C", "C", "H", "H", "H", "H", "H", "H", "H", "H", "H", "H", "H", "C", "C", "N", "C", "C", "N", "C", "C", "H", "H", "H", "H", "H", "H", "H", "H", "H", "H", "H", "C", "C", "N", "C", "C", "N", "C", "C", "H", "H", "H", "H", "H", "H", "H", "H", "H", "H", "H", "C", "C", "N", "C", "C", "N", "C", "C", "H", "H", "H", "H", "H", "H", "H", "H", "H", "H", "H", "C", "C", "N", "C", "C", "N", "C", "C", "H", "H", "H", "H", "H", "H", "H", "H", "H", "H", "H", "C", "N", "C", "C", "C", "C", "O", "H", "H", "H", "H", "H", "H", "H", "H", "H", "H", "H", "H", "H", "H", "C", "N", "C", "C", "C", "C", "O", "H", "H", "H", "H", "H", "H", "H", "H", "H", "H", "H", "H", "H", "H", "B", "F", "F", "F", "F", "B", "F", "F", "F", "F", "B", "F", "F", "F", "F", "B", "F", "F", "F", "F"],
  "coordinates": [[-1.280, 1.174, 15.846], [-1.415, 1.249, 17.388], [-0.499, 0.411, 18.099], [-0.794, -0.848, 18.595], [0.350, -1.374, 19.171], [1.342, -0.457, 19.130], [0.779, 0.665, 18.507], [2.640, -0.522, 19.740], [-1.695, 0.288, 15.366], [-0.280, 1.310, 15.433], [-1.836, 1.930, 15.292], [-2.468, 1.098, 17.628], [-1.150, 2.249, 17.733], [-1.797, -1.242, 18.523], [0.550, -2.348, 19.591], [1.322, 1.585, 18.348], [2.587, 0.074, 20.651], [3.309, -0.080, 19.002], [2.919, -1.489, 20.158], [-0.718, 12.629, 17.293], [-0.868, 12.881, 15.732], [-2.290, 12.943, 15.375], [-3.163, 11.935, 14.960], [-4.391, 12.498, 14.688], [-4.366, 13.840, 15.031], [-3.062, 14.106, 15.418], [-5.494, 14.754, 15.119], [-1.178, 11.710, 17.657], [-1.102, 13.440, 17.911], [0.347, 12.645, 17.525], [-0.387, 12.044, 15.225], [-0.462, 13.845, 15.424], [-2.875, 10.895, 15.009], [-5.395, 12.146, 14.498], [-2.783, 15.064, 15.831], [-6.189, 14.289, 14.420], [-5.159, 15.773, 14.924], [-6.028, 14.651, 16.063], [-6.054, 7.984, 22.628], [-4.913, 7.006, 22.215], [-4.632, 7.071, 20.822], [-4.418, 8.213, 20.036], [-4.025, 7.911, 18.750], [-3.927, 6.524, 18.732], [-4.238, 6.050, 20.024], [-3.631, 5.711, 17.541], [-7.003, 7.761, 22.141], [-5.825, 8.984, 22.258], [-6.154, 8.068, 23.711], [-5.362, 6.062, 22.523], [-4.000, 7.086, 22.805], [-4.482, 9.176, 20.520], [-3.707, 8.585, 17.968], [-4.304, 4.998, 20.261], [-2.825, 5.017, 17.780], [-3.504, 6.330, 16.652], [-4.432, 4.989, 17.387], [0.102, 13.434, 22.410], [1.369, 14.204, 22.145], [2.185, 14.248, 23.286], [2.847, 13.238, 23.899], [3.487, 13.632, 25.083], [3.283, 14.971, 25.148], [2.520, 15.366, 24.092], [3.761, 15.881, 26.269], [-0.413, 13.283, 21.461], [-0.630, 13.963, 23.020], [0.295, 12.485, 22.910], [0.995, 15.195, 21.885], [1.910, 13.778, 21.299], [2.816, 12.233, 23.506], [3.957, 13.117, 25.908], [2.150, 16.364, 23.909], [3.100, 16.746, 26.216], [4.767, 16.262, 26.089], [3.846, 15.410, 27.248], [0.167, 10.341, 20.000], [-0.910, 9.410, 19.583], [-0.710, 8.055, 20.033], [-0.930, 7.497, 21.304], [-0.603, 6.190, 21.195], [-0.236, 5.827, 19.916], [-0.356, 7.009, 19.203], [0.081, 4.449, 19.481], [0.074, 11.388, 19.710], [1.134, 10.053, 19.587], [0.242, 10.365, 21.087], [-0.969, 9.379, 18.495], [-1.863, 9.769, 19.971], [-1.425, 8.118, 22.036], [-0.699, 5.440, 21.967], [-0.079, 7.124, 18.166], [-0.523, 4.129, 18.632], [0.035, 3.708, 20.280], [1.124, 4.506, 19.171], [2.624, 8.009, 24.392], [3.475, 7.603, 23.164], [5.005, 8.001, 23.421], [3.354, 6.079, 22.919], [2.939, 8.404, 21.947], [3.361, 8.000, 20.559], [2.616, 6.891, 20.050], [2.803, 7.447, 25.309], [1.554, 7.903, 24.213], [2.929, 9.034, 24.605], [5.094, 9.087, 23.432], [5.598, 7.641, 22.580], [5.490, 7.475, 24.243], [3.936, 5.650, 22.104], [2.298, 5.959, 22.680], [3.526, 5.547, 23.855], [3.289, 9.431, 22.048], [1.854, 8.312, 22.011], [4.435, 7.843, 20.656], [3.323, 8.865, 19.896], [3.085, 6.686, 19.237], [-2.259, 0.735, 22.930], [-1.369, 1.504, 23.958], [-1.114, 2.915, 23.388], [-2.122, 1.730, 25.310], [0.044, 0.833, 23.947], [0.868, 1.024, 25.231], [1.322, 2.374, 25.337], [-2.670, -0.122, 23.464], [-1.787, 0.362, 22.021], [-3.120, 1.382, 22.765], [-2.115, 3.341, 23.325], [-0.670, 2.709, 22.414], [-0.471, 3.492, 24.052], [-1.605, 2.521, 25.854], [-2.165, 0.839, 25.936], [-3.126, 2.065, 25.049], [0.610, 1.120, 23.061], [-0.174, -0.220, 23.765], [1.728, 0.361, 25.327], [0.302, 0.727, 26.114], [1.781, 2.578, 24.519], [2.472, 2.471, 22.144], [3.457, 3.227, 21.450], [3.027, 1.360, 22.653], [1.971, 3.302, 23.062], [1.512, 2.264, 21.178], [-1.536, 8.424, 15.394], [-1.379, 8.482, 14.000], [-2.867, 8.560, 15.748], [-1.163, 7.224, 16.053], [-0.878, 9.511, 15.924], [-3.722, 2.284, 19.765], [-4.568, 2.749, 20.812], [-3.796, 0.937, 19.584], [-4.133, 2.947, 18.639], [-2.378, 2.491, 20.115], [-0.908, 10.050, 23.945], [-1.495, 10.764, 24.990], [-1.549, 10.360, 22.796], [0.398, 10.283, 23.765], [-1.170, 8.691, 24.259]]
}



(3)
{
  "formula": "C10H16ClI2NOPV",
  "method": "ωB97M-V/def2-TZVPD",
  "total_charge": 2,
  "spin_multiplicity": 3,
  "de_lowest_ev": 0.000,
  "orbital_gap_ev": [5.19, 2.84],
  "e_tot_ev": -77851.253,
  "elements": ["I", "I", "V", "P", "C", "C", "H", "H", "H", "C", "H", "H", "H", "H", "H", "H", "C", "O", "Cl", "N", "C", "C", "C", "C", "C", "C", "H", "H", "H", "H", "H", "H", "H"],
  "coordinates": [[-0.060, -2.294, 0.212], [-0.883, 2.653, -0.899], [0.043, 0.203, -0.442], [0.087, -0.078, -2.856], [-1.539, -0.095, -3.671], [1.034, 1.230, -3.716], [1.876, -1.692, -3.027], [1.044, -1.461, -4.591], [0.293, -2.455, -3.307], [0.902, -1.570, -3.509], [2.010, 1.336, -3.233], [1.174, 0.947, -4.765], [-1.423, -0.123, -4.762], [-2.102, 0.797, -3.381], [0.514, 2.187, -3.647], [-2.088, -0.982, -3.338], [-1.836, -0.108, -0.363], [-2.993, -0.272, -0.327], [2.313, 0.443, -0.800], [0.568, 1.027, 1.521], [0.273, 0.362, 2.749], [1.320, -0.202, 3.491], [1.029, -0.696, 4.774], [-0.271, -0.586, 5.283], [-1.324, -0.168, 4.465], [-1.062, 0.298, 3.171], [1.568, 1.239, 1.426], [0.056, 1.916, 1.452], [2.321, -0.273, 3.039], [1.823, -1.126, 5.391], [-0.461, -0.858, 6.323], [-2.340, -0.173, 4.852], [-1.865, 0.574, 2.482]]
}



(4)
{
  "formula": "C9H14",
  "method": "ωB97M-V/def2-TZVPD",
  "spin_multiplicity": 1,
  "smiles": "Cc1ccccc1.CC",
  "de_lowest_ev": 0.452,
  "orbital_gap_ev": 10.12,
  "e_tot_ev": -9559.729,
  "elements": ["C", "C", "C", "C", "C", "C", "C", "H", "H", "H", "H", "H", "H", "H", "H", "C", "C", "H", "H", "H", "H", "H", "H"],
  "coordinates": [[2.965, 0.864, -2.374], [0.218, 0.601, 0.230], [0.913, 0.358, 1.397], [0.846, 0.734, -1.011], [2.235, 0.668, -1.055], [2.298, 0.274, 1.304], [2.965, 0.440, 0.100], [-0.858, 0.757, 0.264], [0.433, 0.323, 2.368], [0.226, 0.658, -1.900], [2.882, -0.017, 2.177], [2.306, 1.312, -3.130], [3.198, -0.110, -2.824], [4.050, 0.470, 0.101], [3.797, 1.547, -2.215], [-3.982, -0.825, 0.252], [-3.182, -1.383, 1.428], [-3.302, -0.250, -0.373], [-4.185, -1.637, -0.457], [-4.885, -0.274, 0.500], [-2.849, -0.555, 2.051], [-2.347, -1.957, 1.037], [-3.743, -1.997, 2.129]]
}



Question: What is the formula in the third record?
Answer: C10H16ClI2NOPV